This record from the OMol25 dataset describes C28H28AgBrN3O as an isolated structure at a distorted geometry. The level of theory is the ωB97M-V functional and the def2-TZVPD basis.

Geometry as XYZ:
```
62
Properties=species:S:1:pos:R:3:lowdin_charge:R:1
H 3.73646 1.39104 -2.49178 0.07
C -0.73459 -2.65233 -4.70873 -0.06
H 6.16775 1.72236 -0.05739 0.09
H 4.16174 -0.35147 3.04916 0.07
H 2.38733 -2.24167 -0.53940 0.11
C 4.08222 0.12133 2.08570 -0.02
C 2.03674 -3.38672 -2.34904 -0.05
H -0.42592 -0.84268 4.29697 0.07
H -0.54197 -3.35095 -5.51128 0.10
C 0.63290 -2.41071 2.34839 -0.08
H 6.40159 1.04601 3.34641 0.07
H 4.98307 2.52939 -1.96299 0.06
C 5.25124 1.30535 0.33934 -0.07
C -3.17267 0.79629 0.10444 -0.16
C -4.84528 1.29720 1.76541 -0.70
H 1.67433 -1.97375 4.75446 0.07
C 2.84769 0.17524 1.38994 -0.31
H 3.27039 2.89488 -1.70365 0.07
H 1.43091 -3.03353 1.94625 0.07
C -3.98731 2.18646 2.42010 -0.14
C 4.05769 1.41069 -0.37395 -0.31
N 0.70140 -1.61280 -1.47776 0.07
H 2.89546 -4.02837 -2.21832 0.10
C -4.46091 0.62314 0.64285 -0.11
H -4.32727 2.71437 3.30013 0.09
C -1.31423 -0.91662 -2.54401 -0.22
C 1.20781 -1.07140 2.85968 -0.64
H -5.14048 -0.06254 0.15568 0.10
H -0.69076 -0.04134 2.73296 0.05
C 4.01480 2.09942 -1.71036 -0.07
H -2.04204 3.04722 2.41504 0.11
C -2.25166 1.70693 0.75653 -0.42
N -1.58318 -0.13610 -1.46064 0.02
H 2.59123 -0.50182 4.44332 0.07
H 1.96341 0.98342 -0.40742 0.07
H -2.44155 -1.77985 -5.63470 0.10
H 6.78157 -0.47638 2.54519 0.07
O -1.08824 1.93849 0.32496 -0.13
C 2.20092 -1.40683 3.98572 -0.07
N 1.64628 -0.33242 1.69360 -0.03
H 1.45054 -4.20116 -4.24333 0.11
H 7.34078 1.04957 1.84929 0.06
H 0.12459 -2.95420 3.14521 0.07
C -2.79212 -0.02056 -0.98474 -0.09
C -1.80411 -1.78615 -4.75906 -0.10
C 2.91088 0.87134 0.14974 -0.05
H 0.42943 0.66099 3.90281 0.08
Ag 0.06359 0.08075 0.11016 0.79
H -2.95577 -0.28082 -3.76340 0.11
C 6.51707 0.56776 2.37302 -0.07
H -0.07975 -2.20468 1.54224 0.05
C 1.23629 -3.48562 -3.45978 -0.02
C 0.12087 -2.63404 -3.59340 -0.17
C 1.74688 -2.40670 -1.39526 -0.12
H 3.02194 -2.01895 3.62087 0.07
C -2.10401 -0.94348 -3.69529 -0.03
Br -6.60746 1.02737 2.47617 0.64
C 5.24406 0.67094 1.57258 -0.32
C -0.13426 -1.72648 -2.52415 -0.16
C -2.72846 2.36763 1.93024 -0.02
C 0.05282 -0.27533 3.49960 -0.06
H -3.57368 -0.67796 -1.38972 0.13
```

Its charge is -1. Its orbital gap is 5.341 eV. The highest occupied orbital energy is -3.17 eV.

This record from the OMol25 dataset describes C28H28AuBBrF4N6O6 as an isolated structure. The level of theory is the ωB97M-V functional and the def2-TZVPD basis.

Geometry as XYZ:
```
75
Properties=species:S:1:pos:R:3:lowdin_spin:R:1
H -6.10305 1.13988 -0.13665 0.00
H 3.06388 -0.73355 1.12453 0.00
H 3.84147 -4.84656 -0.75688 0.00
C 1.42205 1.24830 1.71308 0.01
H 1.58704 1.83149 -1.68676 0.00
C 0.90815 2.39953 -2.30942 0.01
O -2.78171 1.08869 -0.91104 0.06
N -0.34407 2.53474 -1.86958 0.17
C 2.55584 1.62748 2.43076 0.00
O -3.98169 0.93835 1.93751 0.00
C 2.05300 3.90717 1.84303 0.00
H 2.85054 -7.20972 0.12400 0.00
H 0.60355 3.99778 -5.27066 0.00
O 3.88294 -1.19632 4.13837 0.00
N 3.16638 -1.28200 1.96769 0.00
O -1.76764 4.48670 -5.89917 0.00
H 2.27244 4.96408 1.88048 0.00
C 3.05816 -4.95933 2.51941 0.00
H -2.76026 -1.03919 1.51401 0.00
H 4.49558 -7.19736 0.73051 0.00
F 2.29544 -0.22318 -0.76326 0.00
H -0.84019 -3.79795 -2.17083 0.00
H -4.93334 0.69211 1.76422 0.00
H 0.28964 4.13338 0.61610 0.00
H -4.94050 3.16040 -0.09324 0.00
Au -1.00180 1.58134 0.01011 0.57
H 2.76423 -3.25456 3.78604 0.00
H 3.16079 -7.50512 1.83830 0.00
C -1.94502 4.43194 -4.70373 0.00
C -0.93940 3.73643 -3.82325 0.01
C -3.34624 -0.06973 -0.94420 0.02
B 1.16260 -1.04746 -0.96609 0.00
C 3.23623 -2.68516 1.77159 0.00
H 3.72526 -2.44213 -0.30360 0.00
H -5.54963 3.46684 1.53067 0.00
C 0.36023 3.59273 -4.29711 -0.01
N 0.66404 2.15628 1.08174 0.06
O -2.84749 2.79278 1.46209 0.03
C -2.05799 -2.11523 -1.67258 0.04
C 1.29610 2.92527 -3.52900 0.01
C -1.01181 -3.50256 -0.03577 0.21
C -2.54281 -1.29888 -0.62070 0.22
N 3.35300 0.74620 3.13768 0.00
H 2.31249 2.78831 -3.86850 0.00
C -1.28312 -3.19768 -1.38981 0.05
N -3.03990 4.94568 -4.08251 0.00
C 3.59902 -4.50713 0.24371 0.01
O -4.51206 -0.26711 -1.22951 0.07
C 2.98767 -3.59898 2.78839 0.00
C 3.36713 -5.44170 1.25255 0.01
H -3.04099 5.13974 -3.09735 0.00
F 0.14563 -0.27702 -1.58087 0.01
F 0.67397 -1.41883 0.31528 0.01
H -2.26498 3.19201 -2.20033 0.00
Br 0.15742 -4.83086 0.38608 0.22
C 2.86105 2.99057 2.48171 0.00
C -1.25920 3.17846 -2.59997 0.01
H 1.11543 0.21561 1.63178 0.00
C -5.18502 2.68825 0.85920 0.00
H -7.09212 1.88902 0.95840 0.00
H 3.73568 3.31872 3.02931 0.00
C 3.53939 -3.14797 0.49588 0.00
H -1.35848 -3.02207 2.04678 0.00
H -2.26701 -1.83754 -2.69638 0.00
H 3.83623 1.12915 3.93617 0.00
H 2.87569 -5.66115 3.32478 0.00
C 3.46952 -6.91744 0.97497 0.00
N -6.14503 1.59758 0.76802 0.00
H -3.67658 5.47127 -4.65988 0.00
F 1.45267 -2.15978 -1.72188 0.00
C -2.34200 -1.65396 0.72835 0.03
C -3.88425 2.16501 1.44942 0.01
C -1.58239 -2.74523 1.02625 0.11
C 3.47587 -0.65920 3.13407 0.00
C 0.95437 3.46039 1.13750 0.00
```

Its charge is +1. Its orbital gap (alpha / beta) is 7.571 / 3.703 eV. Its spin multiplicity is 3. The expectation value of S² is 2.02. The highest occupied orbital energy (alpha / beta) is -10.40 / -10.38 eV.